# 1
Formula: C3H11N2
Source: the Open Molecules 2025 dataset
Level of theory: ωB97M-V with the def2-TZVPD basis set

Properties
- HOMO energy (eV) = -12.93
- Kohn-Sham gap (eV) = 9.14
- net charge = +1
- relative energy (zero: lowest compared OMol25 entry of this formula, charge and spin) (kcal/mol) = 17.89

Last columns: bonded neighbours and bond lengths (Å).
CARTESIAN COORDINATES (ANGSTROEM)
1 N 1.9240 0.3880 0.4573  C5 1.421, H10 1.006, H12 1.005
2 N -1.3762 -0.1869 -1.3870  C3 1.522, H7 1.020, H9 1.025, H16 1.023
3 C -0.9405 0.7182 -0.2439  N2 1.522, C4 1.507, H11 1.084, H14 1.087
4 C -0.4438 -0.1206 0.9053  C3 1.507, C5 1.556, H8 1.098, H13 1.082
5 C 0.9848 -0.6666 0.6192  N1 1.421, C4 1.556, H6 1.105, H15 1.087
6 H 0.9204 -1.4244 -0.1822  C5 1.105
7 H -1.6683 0.2845 -2.2431  N2 1.020
8 H -1.0969 -0.9970 1.0076  C4 1.098
9 H -2.1554 -0.7251 -0.9938  N2 1.025
10 H 1.9067 0.9805 -0.3558  N1 1.006
11 H -0.2630 1.4657 -0.6404  C3 1.084
12 H 2.8673 0.2109 0.7544  N1 1.005
13 H -0.4513 0.4273 1.8388  C4 1.082
14 H -1.8357 1.2772 0.0184  C3 1.087
15 H 1.2518 -1.2323 1.5079  C5 1.087
16 H -0.6588 -0.8786 -1.6182  N2 1.023

=====

# 2
Formula: C3H11N2
Source: the Open Molecules 2025 dataset
Level of theory: ωB97M-V with the def2-TZVPD basis set

Properties
- HOMO energy (eV) = -13.95
- Kohn-Sham gap (eV) = 9.58
- net charge = +1
- relative energy (zero: lowest compared OMol25 entry of this formula, charge and spin) (kcal/mol) = 14.73

Last columns: bonded neighbours and bond lengths (Å).
CARTESIAN COORDINATES (ANGSTROEM)
1 N 1.5051 0.5159 -3.0009  C4 1.306, H12 1.010, H16 1.011
2 N 2.1617 1.6432 -1.0901  C4 1.311, H7 1.010, H10 1.008
3 C -1.9786 -1.1373 1.3795  C5 1.527, H9 1.097, H11 1.083, H13 1.082
4 C 1.5758 1.5905 -2.2620  N1 1.306, N2 1.311, H8 1.084
5 C -1.6816 -1.3033 2.8685  C3 1.527, H6 1.085, H14 1.093, H15 1.094
6 H -1.7302 -2.3558 3.1259  C5 1.085
7 H 2.4549 0.7922 -0.6325  N2 1.010
8 H 0.9918 2.4360 -2.6070  C4 1.084
9 H -1.6948 -0.1072 1.1302  C3 1.097
10 H 2.5195 2.5120 -0.7249  N2 1.008
11 H -1.2461 -1.7122 0.8267  C3 1.083
12 H 1.2544 0.5944 -3.9759  N1 1.010
13 H -3.0064 -1.3695 1.1344  C3 1.082
14 H -0.6791 -0.9480 3.1187  C5 1.093
15 H -2.4172 -0.7951 3.4994  C5 1.094
16 H 1.9707 -0.3559 -2.7900  N1 1.011

=====

# 3
Formula: C3H11N2
Source: the Open Molecules 2025 dataset
Level of theory: ωB97M-V with the def2-TZVPD basis set

Properties
- HOMO energy (eV) = -13.95
- Kohn-Sham gap (eV) = 10.71
- net charge = +1
- relative energy (zero: lowest compared OMol25 entry of this formula, charge and spin) (kcal/mol) = 63.43

Last columns: bonded neighbours and bond lengths (Å).
CARTESIAN COORDINATES (ANGSTROEM)
1 N -0.3810 -0.9113 0.1225  C4 1.574, C5 1.585, H9 1.068, H13 1.004
2 N 1.1196 0.6606 -1.3991  C3 1.449, H6 1.022, H7 1.098
3 C 0.0849 1.3939 -0.6977  N2 1.449, C5 1.499, H10 1.113, H11 1.107
4 C -0.6420 -1.6849 1.4682  N1 1.574, H8 1.133, H12 1.151, H14 1.087
5 C -0.2558 0.6136 0.5355  N1 1.585, C3 1.499, H15 1.097, H16 1.136
6 H 2.0548 0.6607 -0.9868  N2 1.022
7 H 1.3007 0.8376 -2.4673  N2 1.098
8 H 0.1889 -1.0491 1.9039  C4 1.133
9 H -1.2159 -1.0101 -0.5359  N1 1.068
10 H -0.8882 1.5466 -1.2152  C3 1.113
11 H 0.6665 2.3335 -0.6361  C3 1.107
12 H -1.5873 -1.1773 1.8852  C4 1.151
13 H 0.3547 -0.9195 -0.5609  N1 1.004
14 H -0.5438 -2.7580 1.3282  C4 1.087
15 H 0.5801 0.7876 1.2242  C5 1.097
16 H -1.2033 0.5673 1.1604  C5 1.136